Record 1
Formula: C7H10
Source: OMol25
Level of theory: wB97M-V/def2-TZVPD

Its orbital gap is 0.30869 Ha. Its HOMO energy is -7.96 eV. The value obtained for the electronic energy is -7416.4572 eV.

The geometry in ORCA input format:
```
! RIJCOSX wB97M-V def2-TZVPD def2/J DEFGRID3
* xyz 0 1
C -0.5501 1.5146 -0.3692
C -0.3115 0.5845 0.8409
C -1.1715 -0.6747 0.6662
C -0.4369 -1.5966 -0.2358
C 1.0112 -1.3971 0.0965
C 1.0266 0.1135 0.1578
C 0.3566 0.5793 -1.1680
H -1.5758 1.6812 -0.7217
H -0.0587 2.4825 -0.2112
H -0.2928 1.0203 1.8444
H -2.1616 -0.5063 0.2569
H -1.3533 -1.2164 1.5908
H -0.2454 -0.3858 -1.5634
H 1.2193 -1.9085 1.0404
H 1.6732 -1.8353 -0.6548
H 1.9352 0.6447 0.4631
H 0.9356 0.9002 -2.0329
*
```

=====

Record 2
Formula: C7H10
Source: OMol25
Level of theory: wB97M-V/def2-TZVPD

Its orbital gap is 0.40261 Ha. Its structure (SMILES) is C#CC[C@@H]1C[C@@H]1C. Its HOMO energy is -9.83 eV. The value obtained for the electronic energy is -7418.5315 eV.

The geometry in ORCA input format:
```
! RIJCOSX wB97M-V def2-TZVPD def2/J DEFGRID3
* xyz 0 1
C 0.1770 0.2764 2.9807
C -0.0969 -0.4328 2.0468
C -0.4514 -1.1992 0.8448
C -0.9815 -0.2596 -0.2277
C -0.6907 -0.4052 -1.6957
C -0.1319 0.7645 -0.9308
C 1.3657 0.8877 -0.7571
H 0.4228 0.9132 3.8013
H 0.4172 -1.7725 0.4988
H -1.2245 -1.9383 1.0934
H -1.9847 0.0909 0.0057
H -1.4995 -0.2532 -2.4049
H 0.0330 -1.1591 -2.0012
H -0.6309 1.7207 -1.0781
H 1.7982 1.3599 -1.6477
H 1.6307 1.4968 0.1135
H 1.8473 -0.0899 -0.6418
*
```

=====

Record 3
Formula: C7H10
Source: OMol25
Level of theory: wB97M-V/def2-TZVPD

Its orbital gap is 0.36801 Ha. Its HOMO energy is -9.01 eV. The value obtained for the electronic energy is -7415.5442 eV.

The geometry in ORCA input format:
```
! RIJCOSX wB97M-V def2-TZVPD def2/J DEFGRID3
* xyz 0 1
C 1.4599 -0.6164 -0.1357
C 0.8179 0.7316 0.2891
C 0.0293 0.9932 -0.9426
C -0.9506 -0.2560 -0.7448
C -1.6111 0.0666 0.6584
C -0.1986 -0.1600 1.1918
C 0.0579 -1.1843 0.0458
H 1.9339 -0.6269 -1.1240
H 2.1384 -1.0017 0.6309
H 1.5402 1.6126 0.1467
H 1.2978 1.4907 -1.3472
H -0.4083 1.9038 -1.3031
H -1.6074 -0.6019 -1.5489
H -2.1032 1.0297 0.8326
H -2.2990 -0.7414 0.9762
H 0.0554 -0.3828 2.2297
H -0.1523 -2.2567 0.1452
*
```

=====

Record 4
Formula: C7H10
Source: OMol25
Level of theory: wB97M-V/def2-TZVPD

Its orbital gap is 0.30777 Ha. Its HOMO energy is -8.50 eV. The value obtained for the electronic energy is -7416.0068 eV.

The geometry in ORCA input format:
```
! RIJCOSX wB97M-V def2-TZVPD def2/J DEFGRID3
* xyz 0 1
C -0.5072 -0.8068 2.0162
C 0.3932 -0.8326 0.8201
C -0.3666 -1.2879 -0.4614
C -0.5844 0.1074 -1.0782
C 0.8665 0.6340 -1.1358
C 0.7263 0.6141 0.4009
C -0.7633 1.0064 0.1740
H -1.4915 0.6337 0.9251
H -0.1825 0.0857 2.6032
H 1.2258 -1.4989 1.1020
H -1.2889 -1.8215 -0.2171
H 0.2467 -1.9146 -1.1193
H -1.2688 0.1836 -1.9258
H 1.6205 0.0021 -1.6197
H 0.9283 1.6581 -1.5203
H 1.3964 1.1737 1.0591
H -0.9506 2.0635 -0.0229
*
```

=====

Record 5
Formula: C7H10
Source: OMol25
Level of theory: wB97M-V/def2-TZVPD

Its orbital gap (spin up / spin down) is 0.29584 / 0.26192 Ha. Its structure (SMILES) is C=C[C@@H]1C=C=CC1.[H][H]. Its HOMO energy (spin up / spin down) is -8.62 / -7.86 eV. The value obtained for the electronic energy is -7415.2452 eV.

The geometry in ORCA input format:
```
! RIJCOSX wB97M-V def2-TZVPD def2/J DEFGRID3
* xyz 0 1
C -0.3806 -1.7161 -0.6535
C -0.0417 -0.6229 -1.3299
C -0.1807 0.8082 -0.8707
C 1.1464 1.1121 -0.1926
C 1.0775 0.8846 1.1476
C -0.2356 0.7266 1.4778
C -1.1492 1.0945 0.3324
H -0.0634 -2.6985 -0.9914
H -0.9610 -1.6814 0.2653
H 0.5783 -0.7234 -2.2207
H -0.3568 1.4695 -1.7299
H 2.0020 1.4760 -0.7578
H -0.6089 0.2097 2.3626
H -2.0734 0.5046 0.3359
H -1.4394 2.1537 0.3191
H 1.1770 -1.8079 1.1212
H 1.5096 -1.1893 1.3845
*
```

=====

Record 6
Formula: C7H10
Source: OMol25
Level of theory: wB97M-V/def2-TZVPD

Its orbital gap is 0.39820 Ha. Its structure (SMILES) is C#CC[C@@H]1C[C@@H]1C. Its HOMO energy is -9.73 eV. The value obtained for the electronic energy is -7418.1009 eV.

The geometry in ORCA input format:
```
! RIJCOSX wB97M-V def2-TZVPD def2/J DEFGRID3
* xyz 0 1
C 2.0510 0.1593 1.8915
C 1.9289 0.1496 0.6919
C 1.4600 -0.0022 -0.6987
C 0.2029 -0.8509 -0.5068
C -1.1975 -0.9251 -1.0718
C -0.9479 -0.2845 0.2668
C -1.1726 1.2167 0.2702
H 2.1538 0.1775 2.9536
H 1.2893 0.9835 -1.1437
H 2.2140 -0.5064 -1.3143
H 0.5064 -1.8367 -0.1613
H -1.5999 -1.9343 -1.1210
H -1.5980 -0.2598 -1.8327
H -1.1719 -0.7853 1.2051
H -2.2401 1.4329 0.1459
H -0.8238 1.6938 1.1901
H -0.6572 1.6983 -0.5698
*
```

=====

Record 7
Formula: C7H10
Source: OMol25
Level of theory: wB97M-V/def2-TZVPD

Its orbital gap is 0.35755 Ha. Its structure (SMILES) is C/C=C1/C[C@H]2C[C@@H]12. Its HOMO energy is -8.55 eV. The value obtained for the electronic energy is -7418.9351 eV.

The geometry in ORCA input format:
```
! RIJCOSX wB97M-V def2-TZVPD def2/J DEFGRID3
* xyz 0 1
C -2.3767 0.9554 -0.1470
C -1.4510 -0.0767 -0.7009
C -0.2387 -0.3370 -0.2365
C 0.8574 -1.2699 -0.7125
C 1.6887 -0.8108 0.4938
C 1.8808 0.6715 0.4731
C 0.5632 0.1220 0.9443
H -3.1560 0.4513 0.4322
H -2.8421 1.5101 -0.9710
H -1.8617 1.6793 0.4948
H -1.8377 -0.6740 -1.5259
H 0.5744 -2.3273 -0.6922
H 1.2654 -1.0234 -1.7000
H 2.3020 -1.4606 1.1088
H 1.9238 1.2179 -0.4677
H 2.5194 1.0682 1.2583
H 0.1885 0.3041 1.9483
*
```

=====

Record 8
Formula: C7H10
Source: OMol25
Level of theory: wB97M-V/def2-TZVPD

Its orbital gap is 0.33665 Ha. Its HOMO energy is -8.06 eV. The value obtained for the electronic energy is -7416.1411 eV.

The geometry in ORCA input format:
```
! RIJCOSX wB97M-V def2-TZVPD def2/J DEFGRID3
* xyz 0 1
C 1.6526 -1.2553 -0.2428
C 0.3589 -0.5076 -0.3125
C -1.0769 -0.9853 -0.1648
C -1.4398 0.4572 -0.5536
C -0.8525 1.3716 0.4657
C 0.2380 0.9628 1.2869
C -0.0572 0.6042 -1.0928
H 1.6766 -1.9098 0.6347
H 1.8177 -1.8777 -1.1325
H 2.4972 -0.5598 -0.1681
H -1.4104 -1.3618 0.8075
H -1.3778 -1.6629 -0.9722
H -2.3646 0.7613 -1.0389
H -1.4235 2.2834 0.6976
H 0.1365 1.2038 2.3586
H 1.2749 1.0244 0.9871
H 0.4322 1.3458 -1.7122
*
```

=====

Record 9
Formula: C7H10BClO2
Source: OMol25
Level of theory: wB97M-V/def2-TZVPD

Its orbital gap is 0.32013 Ha. Its HOMO energy is -8.49 eV. The value obtained for the electronic energy is -24713.6329 eV.

The geometry in ORCA input format:
```
! RIJCOSX wB97M-V def2-TZVPD def2/J DEFGRID3
* xyz 0 1
B 0.3288 1.7651 -0.6539
C -0.3176 -0.1421 1.4330
C 1.1475 0.5083 -0.3997
C 0.9684 -0.4296 0.8297
C -1.3186 -0.7176 0.4402
C -0.9262 -0.5035 -0.9842
C -0.6382 -1.8034 -0.3427
C 0.7799 -1.8168 0.1659
O 0.4833 2.2707 -1.9601
O -0.2924 2.5595 0.2820
Cl 0.8582 -3.0555 1.4764
H -0.6093 -0.4682 2.4762
H -0.4541 1.0714 1.4537
H 1.8717 0.2023 -1.0915
H 1.7192 -0.2660 1.5660
H -2.3271 -0.5852 0.5729
H -1.4576 -0.2095 -1.8381
H -1.0759 -2.6590 -0.6068
H 1.5390 -2.0508 -0.6058
H -0.1254 2.8507 -2.2957
H -0.1535 3.4791 0.0824
*
```

=====

Record 10
Formula: C7H10BCoF4N
Source: OMol25
Level of theory: wB97M-V/def2-TZVPD

Its orbital gap (spin up / spin down) is 0.22554 / 0.27571 Ha. Its HOMO energy (spin up / spin down) is -2.80 / -4.92 eV. The expectation value of S² is 6.0212. The value obtained for the electronic energy is -58087.6105 eV.

The geometry in ORCA input format:
```
! RIJCOSX wB97M-V def2-TZVPD def2/J DEFGRID3
* xyz -1 5
C -0.9177 1.2550 -2.2055
C 0.4743 0.9762 -2.4079
C 1.2016 1.4818 -1.2762
C 0.2527 2.0818 -0.3759
C -1.0531 1.9503 -0.9555
Co -0.1655 0.2331 -0.7508
N -1.0822 -1.1736 0.2706
C -0.3731 -2.3846 0.2219
C 0.7212 -1.6846 -0.6511
H 2.2773 1.4510 -1.1384
H 0.9073 0.4916 -3.2819
H 0.4859 2.5519 0.5755
H -1.9786 2.3266 -0.5302
H -1.7231 1.0195 -2.8939
H 0.7865 -2.0672 -1.6748
H -0.8905 -3.1897 -0.3115
H -1.3792 -0.9612 1.2262
H 1.6608 -1.5258 -0.1106
H -0.0102 -2.7527 1.1921
F 0.8318 0.1777 2.1117
B 0.1613 -0.0103 3.3838
F 1.0898 0.1846 4.4213
F -0.9147 0.9108 3.4593
F -0.3625 -1.3421 3.3997
*
```

=====

Record 11
Formula: C7H10BNO2
Source: OMol25
Level of theory: wB97M-V/def2-TZVPD

Its orbital gap is 0.34040 Ha. Its structure (SMILES) is COC(=O)N1C=CC=CB1C. Its HOMO energy is -8.74 eV. The value obtained for the electronic energy is -13684.0089 eV.

The geometry in ORCA input format:
```
! RIJCOSX wB97M-V def2-TZVPD def2/J DEFGRID3
* xyz 0 1
C 3.3812 0.8609 0.0774
O 1.9783 1.0751 0.0804
C 1.2281 -0.0231 -0.1447
O 1.7119 -1.1044 -0.3363
N -0.1401 0.2466 -0.1221
C -0.5373 1.5633 -0.1548
C -1.8341 1.9386 -0.1143
C -2.8763 0.9794 -0.0306
C -2.5778 -0.3430 0.0040
B -1.1292 -0.8162 -0.0365
C -0.7328 -2.3419 0.0336
H 3.8348 1.8466 0.1467
H 3.6885 0.3574 -0.8412
H 3.6730 0.2451 0.9305
H 0.2479 2.2994 -0.2278
H -2.0760 2.9893 -0.1517
H -3.8970 1.3391 0.0007
H -3.3989 -1.0457 0.0635
H -0.2645 -2.6710 -0.8916
H -1.5935 -2.9822 0.2142
H 0.0000 -2.5390 0.8127
*
```

=====

Record 12
Formula: C7H10Br2
Source: OMol25
Level of theory: wB97M-V/def2-TZVPD

Its orbital gap is 0.29494 Ha. Its HOMO energy is -7.74 eV. The value obtained for the electronic energy is -147502.3708 eV.

The geometry in ORCA input format:
```
! RIJCOSX wB97M-V def2-TZVPD def2/J DEFGRID3
* xyz 0 1
C 1.2086 0.4484 -1.5963
C 0.4673 0.5363 -0.5246
C -1.2399 -0.2240 1.3139
C -0.4422 -0.5078 -0.0383
C -2.3471 0.0200 0.3307
C 0.6157 1.7655 0.3997
C -0.4522 -1.9231 -0.4011
Br -2.9618 1.8305 -0.0420
Br -3.6582 -1.2266 -0.0115
H 2.0299 1.1364 -1.8215
H 1.0242 -0.2668 -2.4459
H -1.5447 -1.0628 1.8281
H -0.8390 0.4721 1.9827
H -0.2170 2.4673 0.2714
H 0.5548 1.4050 1.4641
H 1.6804 2.1649 0.0364
H -0.3000 -2.0661 -1.4913
H -1.2875 -2.3974 0.0961
H 0.2829 -2.4481 0.1683
*
```

=====

Record 13
Formula: C7H10BrClO
Source: OMol25
Level of theory: wB97M-V/def2-TZVPD

Its orbital gap (spin up / spin down) is 0.28336 / 0.28356 Ha. Its HOMO energy (spin up / spin down) is -7.22 / -7.22 eV. The value obtained for the electronic energy is -92028.1754 eV.

The geometry in ORCA input format:
```
! RIJCOSX wB97M-V def2-TZVPD def2/J DEFGRID3
* xyz 0 1
C -0.2630 0.0036 -1.6298
C -0.5820 0.6332 -0.5648
C -0.3861 -0.0003 -3.1515
C 0.1735 -1.2380 -2.3718
C -1.0204 0.3018 2.5146
C 1.3188 0.7715 1.4948
C 0.1907 -0.1276 1.6382
O 0.3309 -1.4298 1.4675
Cl -1.3654 2.0389 -0.1489
Br 2.7536 0.3611 0.3149
H -1.3770 -0.1408 -3.5603
H 0.1773 0.5920 -3.8535
H 1.1920 -1.5695 -2.5007
H -0.4283 -2.0739 -2.2843
H -1.0388 1.3119 2.8940
H -1.0753 -0.4162 3.3474
H -1.9312 0.1236 1.9807
H 1.7658 0.7250 2.5582
H 0.8921 1.8065 1.2552
H 0.6729 -1.6728 0.6001
*
```

=====

Record 14
Formula: C7H10BrHoN
Source: OMol25
Level of theory: wB97M-V/def2-TZVPD

Its orbital gap (spin up / spin down) is 0.23608 / 0.23575 Ha. Its HOMO energy (spin up / spin down) is -3.18 / -3.17 eV. The expectation value of S² is 6.0047. The value obtained for the electronic energy is -104753.9759 eV.

The geometry in ORCA input format:
```
! RIJCOSX wB97M-V def2-TZVPD def2/J DEFGRID3
* xyz -1 5
C 1.0774 0.0891 -1.4535
C -0.2484 0.0142 -1.9830
C -0.7078 -1.3387 -1.8655
C 0.3603 -2.1094 -1.2749
C 1.4524 -1.2166 -1.0030
Ho -0.4845 -0.6589 0.5750
N 0.7899 0.4835 1.8451
C -0.1404 1.6490 1.7606
C -1.2532 1.5763 0.7284
H -1.7339 -1.6969 -2.0704
H -0.8342 0.8633 -2.3652
H 0.2919 -3.1580 -0.9386
H 2.4162 -1.4875 -0.5458
H 1.7150 0.9852 -1.4283
H -1.1714 2.2677 -0.1158
H -0.6076 1.8094 2.7537
H 1.5932 0.5331 2.4671
H -2.2754 1.3967 1.1058
H 0.4950 2.5205 1.5245
Br -0.7343 -2.5217 2.2840
*
```